Entry 1:
Below is C18H23Be2K2N5O12S3 as an isolated structure, with properties calculated with wB97M-V/def2-TZVPD.

XYZ file:
```
65
C18H23Be2K2N5O12S3, DFT wB97M-V/def2-TZVPD
K -26.68493 5.98775 19.34565
K -15.11201 2.90224 23.94128
Be -21.52055 0.01048 23.65082
Be -20.60850 6.56885 23.29685
S -25.44172 2.76788 25.25321
O -25.15297 1.39014 25.59592
O -26.66968 2.88314 24.45069
O -25.50743 3.56785 26.44680
O -24.33029 3.24460 24.48407
S -20.56073 3.22861 19.31609
O -19.75871 3.10916 18.09953
O -21.33219 2.07040 19.51428
O -19.68989 3.26915 20.47100
O -21.31864 4.43153 19.39288
S -19.24357 1.62503 28.14564
O -19.34674 2.41824 26.88822
O -19.96535 0.41880 27.93568
O -17.82369 1.35343 28.26524
O -19.85964 2.19890 29.34828
C -20.77762 10.92181 16.95231
C -20.50296 10.74383 18.37290
N -20.25231 10.63005 19.48534
H -21.66986 11.51662 16.75679
H -20.98470 9.90163 16.62911
H -19.99370 11.30669 16.30006
N -21.47806 5.54939 12.53772
C -20.60363 6.50809 12.05784
C -21.09966 7.17849 10.96816
C -22.35433 6.66430 10.86341
C -22.64094 5.65345 11.74171
H -21.31211 4.90484 13.29741
H -19.67393 6.54262 12.60636
H -20.73162 8.00715 10.38143
H -23.00544 7.03087 10.08361
H -23.49845 5.02107 11.91827
N -20.71510 -2.35915 14.30564
C -21.90625 -3.10016 14.38320
C -21.72475 -4.44522 13.93614
C -20.44698 -4.49140 13.38365
C -19.85536 -3.28664 13.70511
H -20.55305 -1.41041 14.61181
H -22.82635 -2.73511 14.81510
H -22.45302 -5.24035 13.99766
H -20.01173 -5.31028 12.83012
H -18.85938 -2.96348 13.44052
N -14.06851 4.78139 16.49998
C -13.10572 4.18956 15.69554
C -12.02022 4.98334 15.73756
C -12.27374 6.06302 16.58668
C -13.63161 5.99747 17.00519
H -14.94699 4.33975 16.73094
H -13.32041 3.28352 15.14835
H -11.09421 4.65292 15.29068
H -11.55599 6.77386 16.96871
H -14.29166 6.51523 17.68538
N -28.31314 -2.00097 20.84047
C -27.31574 -2.68038 20.10584
C -27.80168 -3.98207 19.70019
C -29.10352 -4.07164 20.10171
C -29.41920 -2.84455 20.67759
H -28.16336 -1.19953 21.43657
H -26.33751 -2.25890 19.92747
H -27.27846 -4.76520 19.17165
H -29.75836 -4.91165 19.92290
H -30.34640 -2.47925 21.09383
```

Computed properties:
LUMO energy in eV: -4.694
Maximum force in eV/A: 4.87
HOMO in eV: -6.587
ΔE to the lowest compared entry with this formula, charge and spin in kJ/mol: 2188.94

---

Entry 2:
Below is C4H8O2 as an isolated structure, with properties calculated with wB97M-V/def2-TZVPD.

XYZ file:
```
14
C4H8O2, DFT wB97M-V/def2-TZVPD
O 1.15725 -0.97307 -1.57593
C 0.85214 0.12012 -0.90830
C -1.04383 -0.03173 -0.49389
C -0.94036 -0.18394 1.01772
O 0.38655 -0.57005 1.33694
C 1.24113 0.23532 0.57090
H -0.11225 -0.74730 -1.17527
H 0.85712 1.08507 -1.45219
H -1.66362 -0.81683 -0.96249
H -1.40727 0.92722 -0.86451
H -1.59626 -0.96055 1.41725
H -1.18288 0.76887 1.51442
H 1.19118 1.28954 0.89538
H 2.26110 -0.14266 0.67997
```

Computed properties:
LUMO energy in eV: 0.892
Maximum force in eV/A: 0.40
HOMO in eV: -9.248
ΔE to the lowest compared entry with this formula, charge and spin in kJ/mol: 479.89

---

Entry 3:
Below is C13H3Cl7O3Rh as an isolated structure, with properties calculated with wB97M-V/def2-TZVPD.

XYZ file:
```
27
C13H3Cl7O3Rh, DFT wB97M-V/def2-TZVPD
Rh -0.51522 -0.41896 0.33951
Cl -1.08447 -2.20789 -6.67553
C -0.90094 -1.48756 -5.11889
C -1.03766 -0.10129 -4.98427
C -0.88736 0.50001 -3.75911
Cl -1.04357 2.20636 -3.61395
C -0.59776 -0.25147 -2.59730
O -0.39770 0.38876 -1.47359
C -0.48263 -1.65997 -2.75120
C -0.19024 -2.56388 -1.68100
O -0.10330 -2.32767 -0.46186
C -0.62264 -2.25478 -4.02394
H -1.25801 0.50443 -5.85273
H -0.01945 -3.60434 -1.97861
H -0.51366 -3.32662 -4.12632
Cl 0.44939 2.68018 6.79574
C 0.65819 1.96445 5.28674
C -0.49605 1.53853 4.55225
Cl -2.04679 1.75751 5.21738
C -0.33225 0.96206 3.33019
Cl -1.71577 0.43496 2.42639
C 0.97205 0.76455 2.74359
O 1.14509 0.24408 1.62384
C 2.11811 1.20501 3.52311
Cl 3.64086 0.96727 2.83842
C 1.95273 1.78860 4.76154
Cl 3.30905 2.29766 5.65961
```

Computed properties:
LUMO energy (spin up / spin down) in eV: -3.572 / -6.711
Charge: +1
Maximum force in eV/A: 0.11
Spin multiplicity: 5
HOMO (spin up / spin down) in eV: -11.389 / -11.394

---

Q: What is the formula in the first record?
A: C18H23Be2K2N5O12S3

---

Copy entry 1 word for word.
Below is C18H23Be2K2N5O12S3 as an isolated structure, with properties calculated with wB97M-V/def2-TZVPD.

XYZ file:
```
65
C18H23Be2K2N5O12S3, DFT wB97M-V/def2-TZVPD
K -26.68493 5.98775 19.34565
K -15.11201 2.90224 23.94128
Be -21.52055 0.01048 23.65082
Be -20.60850 6.56885 23.29685
S -25.44172 2.76788 25.25321
O -25.15297 1.39014 25.59592
O -26.66968 2.88314 24.45069
O -25.50743 3.56785 26.44680
O -24.33029 3.24460 24.48407
S -20.56073 3.22861 19.31609
O -19.75871 3.10916 18.09953
O -21.33219 2.07040 19.51428
O -19.68989 3.26915 20.47100
O -21.31864 4.43153 19.39288
S -19.24357 1.62503 28.14564
O -19.34674 2.41824 26.88822
O -19.96535 0.41880 27.93568
O -17.82369 1.35343 28.26524
O -19.85964 2.19890 29.34828
C -20.77762 10.92181 16.95231
C -20.50296 10.74383 18.37290
N -20.25231 10.63005 19.48534
H -21.66986 11.51662 16.75679
H -20.98470 9.90163 16.62911
H -19.99370 11.30669 16.30006
N -21.47806 5.54939 12.53772
C -20.60363 6.50809 12.05784
C -21.09966 7.17849 10.96816
C -22.35433 6.66430 10.86341
C -22.64094 5.65345 11.74171
H -21.31211 4.90484 13.29741
H -19.67393 6.54262 12.60636
H -20.73162 8.00715 10.38143
H -23.00544 7.03087 10.08361
H -23.49845 5.02107 11.91827
N -20.71510 -2.35915 14.30564
C -21.90625 -3.10016 14.38320
C -21.72475 -4.44522 13.93614
C -20.44698 -4.49140 13.38365
C -19.85536 -3.28664 13.70511
H -20.55305 -1.41041 14.61181
H -22.82635 -2.73511 14.81510
H -22.45302 -5.24035 13.99766
H -20.01173 -5.31028 12.83012
H -18.85938 -2.96348 13.44052
N -14.06851 4.78139 16.49998
C -13.10572 4.18956 15.69554
C -12.02022 4.98334 15.73756
C -12.27374 6.06302 16.58668
C -13.63161 5.99747 17.00519
H -14.94699 4.33975 16.73094
H -13.32041 3.28352 15.14835
H -11.09421 4.65292 15.29068
H -11.55599 6.77386 16.96871
H -14.29166 6.51523 17.68538
N -28.31314 -2.00097 20.84047
C -27.31574 -2.68038 20.10584
C -27.80168 -3.98207 19.70019
C -29.10352 -4.07164 20.10171
C -29.41920 -2.84455 20.67759
H -28.16336 -1.19953 21.43657
H -26.33751 -2.25890 19.92747
H -27.27846 -4.76520 19.17165
H -29.75836 -4.91165 19.92290
H -30.34640 -2.47925 21.09383
```

Computed properties:
LUMO energy in eV: -4.694
Maximum force in eV/A: 4.87
HOMO in eV: -6.587
ΔE to the lowest compared entry with this formula, charge and spin in kJ/mol: 2188.94